--- 1 ---
Density functional theory data (wB97M-V/def2-TZVPD) for 2 unconnected molecules or ions with the total composition C4H10NO3.

The charge is -1. The value obtained for the highest occupied orbital energy is -4.41 eV.

Last column: natural (NBO) charge in e.
CARTESIAN COORDINATES (ANGSTROEM)
C1 -0.779 0.125 1.492  -0.404
H1 0.670 -1.154 -1.074  0.362
O1 -0.651 1.734 -1.355  -0.782
N1 0.172 -0.324 -0.780  -0.733
C2 0.421 0.165 0.572  -0.223
H2 1.340 -0.349 0.894  0.166
H3 -1.045 0.578 3.554  0.188
H4 -0.836 -0.867 1.972  0.167
O2 -0.152 0.219 -2.971  -0.822
H5 -1.215 2.042 2.515  0.208
C3 -0.676 1.113 2.683  -0.609
H6 0.505 -1.722 -3.337  0.526
H7 0.376 1.302 2.910  0.194
C4 -0.290 0.639 -1.798  0.880
H8 -1.696 0.178 0.916  0.225
O3 1.232 -2.331 -3.630  -1.002
H9 0.746 1.203 0.433  0.201
H10 1.879 -2.550 -2.994  0.457

***

--- 2 ---
Density functional theory data (wB97M-V/def2-TZVPD) for 2 unconnected molecules or ions with the total composition C4H10NO3.

The charge is -1. The value obtained for the highest occupied orbital energy is -4.13 eV.

Last column: natural (NBO) charge in e.
CARTESIAN COORDINATES (ANGSTROEM)
N1 1.640 -0.699 0.060  -0.665
H1 -1.255 2.440 -0.147  0.181
H2 0.076 -0.092 -1.167  0.108
O1 -0.110 -2.119 -0.630  -0.910
H3 0.985 1.770 -0.766  0.209
C1 0.576 -1.016 -1.034  0.146
H4 1.838 -1.546 0.568  0.383
C2 1.338 0.371 0.936  0.675
H5 1.206 2.559 0.682  0.212
H6 -1.592 -1.814 -0.128  0.514
C3 -0.681 1.604 0.502  -0.591
O2 -2.682 -1.913 -0.134  -1.051
H7 -2.764 -2.768 -0.569  0.445
H8 -1.082 0.639 0.010  0.230
H9 -1.052 1.643 1.476  0.208
C4 0.810 1.593 0.305  -0.520
H10 1.154 -1.070 -2.075  0.071
O3 1.594 0.418 2.113  -0.643

***

--- 3 ---
Density functional theory data (wB97M-V/def2-TZVPD) for 2 unconnected molecules or ions with the total composition C4H10NO3.

The charge is -1. The value obtained for the highest occupied orbital energy is -3.05 eV.

Last column: natural (NBO) charge in e.
CARTESIAN COORDINATES (ANGSTROEM)
O1 -2.575 -0.130 -2.248  -0.673
H1 -0.632 0.546 1.577  0.274
C1 1.568 -0.182 1.722  0.029
H2 -1.151 -1.347 -1.530  0.118
C2 -1.823 -0.493 -1.353  0.513
H3 0.931 -0.460 -0.324  0.176
N1 -1.708 0.140 -0.180  -0.602
C3 0.471 -0.861 0.588  -0.514
H4 -1.392 -1.025 1.578  0.168
H5 0.315 1.860 -2.229  0.485
O2 1.179 1.977 -2.632  -0.963
C4 -0.855 -0.307 0.939  -0.282
H6 -2.090 1.068 -0.095  0.392
H7 2.463 0.092 1.118  0.077
O3 1.050 0.827 2.407  -0.920
H8 1.762 -1.089 2.352  0.062
H9 1.810 1.316 -2.339  0.478
H10 0.678 -1.931 0.649  0.183

***

Most stable of them? 1.

***

--- 1 ---
Density functional theory data (wB97M-V/def2-TZVPD) for C4H8OS in the gas phase.

The charge is 0. As for the SMILES: O[C@H]1CCSC1. The value obtained for the highest occupied orbital energy is -8.59 eV.

Last column: natural (NBO) charge in e.
CARTESIAN COORDINATES (ANGSTROEM)
H1 -0.088 0.729 1.646  0.223
H2 1.880 0.345 -0.003  0.216
S1 -0.207 0.966 -1.321  0.180
H3 -0.269 -1.704 -0.218  0.179
H4 0.276 -2.047 1.858  0.462
O1 1.030 -1.579 1.458  -0.695
H5 -1.423 -0.320 1.753  0.220
H6 -2.199 0.442 -0.118  0.203
H7 1.568 -0.611 -1.487  0.235
H8 -1.445 1.954 0.461  0.220
C1 0.254 -0.985 0.384  0.049
C2 -0.594 -0.045 1.072  -0.442
C3 -1.281 0.913 0.100  -0.526
C4 1.083 -0.150 -0.626  -0.522

***

--- 2 ---
Density functional theory data (wB97M-V/def2-TZVPD) for 2 unconnected molecules or ions with the total composition C4H8OS.

The charge is 0. The value obtained for the highest occupied orbital energy is -8.69 eV.

Last column: natural (NBO) charge in e.
CARTESIAN COORDINATES (ANGSTROEM)
H1 0.953 2.236 -0.670  0.207
C1 -0.053 -0.067 0.162  -0.120
H2 1.684 0.759 -1.428  0.207
C2 0.050 -1.285 -0.683  -0.692
H3 -0.012 -1.018 -1.732  0.225
H4 1.099 -1.802 -0.587  0.228
C3 1.506 1.308 -0.486  -0.540
O1 -2.683 -0.369 -0.088  -0.988
H5 -0.840 -1.851 -0.693  0.257
S1 -1.746 0.732 0.182  1.130
H6 2.206 1.210 0.345  0.211
H7 -1.244 -0.796 1.976  0.257
C4 -0.630 0.096 1.506  -0.622
H8 -0.290 0.847 2.195  0.239

***

Most stable of them? 1.